[1]
Computed, not measured: a structure of composition C39H44BGeN6O6PRuS4 in a non-equilibrium geometry, with ωB97M-V/def2-TZVPD.

Last column: Mulliken charge in e.
Element x y z (Å)
Ru1 2.1492 -0.5540 1.0160  1.2048
Ge1 -4.2475 0.2141 -1.1536  0.9048
S1 1.6750 0.7885 3.3133  -0.4562
S2 4.9382 -1.4937 4.1249  1.1625
S3 1.0839 -1.0344 -1.6119  -0.1438
S4 4.1503 -1.5860 0.0341  -0.4438
P1 1.1390 -2.5549 1.7377  2.3794
O1 4.4813 -2.7624 4.6165  -0.7461
O2 2.2919 3.2433 -0.1258  -0.4582
O3 0.1941 0.6592 0.6588  -0.3390
O4 -0.8132 -1.2007 1.3033  -0.6342
O5 2.8715 1.2197 0.3805  -0.3363
O6 6.2153 -1.4758 3.4721  -0.6724
N1 4.9679 0.0371 -2.0112  0.0360
N2 0.8288 1.4921 -2.5978  0.5479
N3 2.7846 0.5772 -2.9643  0.6494
N4 2.3267 2.3130 0.6431  0.1390
N5 3.7245 -0.8140 3.1784  -0.0772
N6 5.9380 0.4414 -0.0934  0.3322
C1 1.5869 0.3868 -2.4032  -0.5998
C2 5.8943 1.0118 -2.2035  -0.4402
C3 3.7618 0.5532 5.1063  0.0296
C4 6.2305 0.4082 1.3070  -0.0144
C5 5.6357 -0.0287 6.5216  -0.6054
C6 0.2494 -2.7482 3.3242  -1.5852
C7 -5.4209 2.7930 -0.4352  -0.4394
C8 -6.0540 -2.0768 -0.8653  -0.3898
C9 -7.1226 -0.1547 -1.7913  -0.1654
C10 1.5949 2.4119 -3.2581  -0.7349
C11 -0.5505 1.6756 -2.2523  -0.4364
C12 -5.5015 4.7667 -1.7844  -0.4463
C13 -3.2933 -0.5347 -2.7192  0.1080
C14 -4.2971 2.8406 -2.5423  -0.0467
C15 3.4295 1.6188 5.9296  -0.7032
C16 -5.9915 -0.7389 -1.2358  0.0689
C17 2.5904 -3.6431 2.1042  -1.6075
C18 6.5081 1.2651 -1.0183  -0.6158
C19 -8.3271 -2.2161 -1.5990  -0.4325
C20 3.1247 0.1321 3.8520  0.9018
C21 -4.7223 4.1415 -2.7424  -0.8002
C22 -3.1778 -0.8629 -5.1066  -0.8050
C23 4.8501 -0.2485 5.4170  0.0894
C24 -3.8024 -0.3238 -3.9960  -0.2861
C25 5.2869 1.0241 7.3613  -0.5539
C26 -1.5484 -1.8906 -3.6822  -0.4650
C27 -2.1589 0.7572 0.9770  -0.6093
C28 4.9933 -0.2970 -0.7192  -0.1418
C29 -8.2829 -0.8848 -1.9727  -0.6721
C30 0.2786 -3.6439 0.5450  -1.3672
C31 -0.8224 -0.0090 0.9734  -0.1808
C32 -2.1714 -1.3376 -2.5763  -0.1755
C33 -7.2106 -2.8130 -1.0402  -0.6629
C34 4.1975 1.8337 7.0639  -0.6439
C35 2.8041 1.8356 -3.4783  -0.4441
C36 -2.0425 -1.6423 -4.9501  -0.7092
C37 -5.8384 4.0979 -0.6188  -0.6967
C38 -3.3680 -0.1092 0.6291  -1.1078
C39 -4.6537 2.1444 -1.3961  0.3034
B1 3.9455 -0.4493 -3.0724  0.0976
H1 -1.5519 -2.0651 -5.8159  0.4183
H2 -2.0644 1.6278 0.3275  0.2720
H3 -0.6681 -2.5029 -3.5528  0.4750
H4 -1.1566 1.7180 -3.1608  0.6342
H5 -6.4423 4.5875 0.1332  0.4122
H6 3.6707 2.2299 -3.9671  0.4621
H7 -9.1552 -0.4183 -2.4066  0.3928
H8 7.1640 -0.1143 1.5170  0.3967
H9 -2.2405 1.1217 2.0047  0.4680
H10 3.2144 -3.7451 1.2175  0.4091
H11 0.4521 -4.6845 0.8113  0.5524
H12 6.0490 1.4395 -3.1717  0.5028
H13 3.9517 2.6584 7.7158  0.4105
H14 -0.7835 -3.4254 0.5462  0.3194
H15 -5.1795 -2.5476 -0.4361  0.3207
H16 -7.0938 0.8855 -2.0856  0.3021
H17 7.2908 1.9514 -0.7713  0.4967
H18 -9.2285 -2.7892 -1.7466  0.3800
H19 5.4374 -0.1362 1.8172  -0.8064
H20 -3.6980 2.3476 -3.2960  0.2445
H21 -0.8779 0.8366 -1.6429  -0.7555
H22 -5.7057 2.2589 0.4610  0.3670
H23 -4.6987 0.2700 -4.1200  0.5023
H24 -4.1513 0.0415 1.3718  0.4244
H25 1.2290 3.3881 -3.5050  0.5352
H26 -7.2435 -3.8523 -0.7425  0.3927
H27 6.4868 -0.6569 6.7302  0.4893
H28 -0.7881 -2.4473 3.2202  0.3751
H29 -1.7689 -1.5290 -1.5922  0.4336
H30 4.4216 -0.3442 -4.1544  -0.1485
H31 3.1898 -3.2122 2.9045  0.2528
H32 0.3039 -3.7932 3.6234  0.4493
H33 2.2497 -4.6284 2.4214  0.6083
H34 -4.4560 4.6622 -3.6522  0.4195
H35 -5.8488 5.7744 -1.9492  0.3802
H36 -3.5709 -0.6785 -6.0974  0.4094
H37 3.5514 -1.5308 -2.8026  -0.0764
H38 2.5994 2.2576 5.6727  0.4965
H39 -0.6734 2.6014 -1.6886  0.3784
H40 0.6806 -3.4517 -0.4492  0.2597
H41 5.8624 1.2080 8.2568  0.4090
H42 0.7390 -2.1311 4.0763  0.2485
H43 6.2826 1.4215 1.7032  0.4118
H44 -3.0846 -1.1581 0.7017  0.6115

LUMO energy (alpha / beta) in eV: -2.461 / -2.157
F_max in eV/Å: 5.1
Frontier orbital gap (alpha / beta) in eV: 5.02 / 5.33



[2]
Computed, not measured: a structure of composition C39H44ClF2N5O5SSi2Sr in a non-equilibrium geometry, with ωB97M-V/def2-TZVPD.

Last column: Mulliken charge in e.
Element x y z (Å)
Sr1 0.3126 -1.0123 -0.3986  1.2131
Cl1 0.6156 -2.9900 -2.5563  1.8622
S1 0.4634 2.1765 -2.3355  0.9300
Si1 -2.3976 -3.8798 0.1752  0.3308
Si2 -2.4638 1.8342 0.8161  0.0566
F1 5.9050 -0.9084 -2.8849  -0.4165
F2 4.6057 -4.6355 -0.4130  -0.4081
O1 -0.8483 1.6103 -2.7374  -0.6332
O2 0.4561 -1.5380 -2.6867  -0.7777
O3 -0.4378 -3.6576 -3.2425  -0.6525
O4 1.8915 -3.3757 -3.0782  -0.7155
O5 0.5560 -3.2835 -1.1235  -0.6521
N1 2.0168 -0.2072 2.2091  0.5811
N2 -0.6230 -0.7006 2.3998  1.8030
N3 -2.1524 -2.2804 -0.2787  0.1908
N4 -2.2153 0.4121 -0.0065  1.2754
N5 3.4042 1.4625 -0.6737  0.3437
C1 3.9099 0.7495 -1.6902  0.0776
C2 0.0959 0.4422 5.8519  -0.9288
C3 -4.5709 -1.4358 -2.9956  -0.9664
C4 -1.9138 -5.3555 -0.9168  -1.2803
C5 4.5359 2.7873 -2.8155  -0.4514
C6 0.0048 -0.2581 3.5010  -1.5643
C7 2.9845 -1.3468 -0.6468  -0.2355
C8 4.0713 3.5084 -1.7234  -0.6697
C9 4.4454 1.4098 -2.8097  -0.9777
C10 5.2217 -2.7875 -1.7118  -0.9097
C11 -2.0238 -0.3227 4.7749  -0.3483
C12 3.9365 -0.7234 -1.4975  0.1203
C13 1.4155 0.7088 5.7567  -0.9558
C14 3.3021 0.0356 2.0958  -0.1478
C15 -1.4410 -4.2111 1.7828  -0.8326
C16 3.4882 2.7860 -0.6956  -0.4803
C17 2.1140 0.5043 4.5187  1.2892
C18 -1.9176 -0.9427 2.4598  -0.8573
C19 3.2751 -2.6741 -0.2852  -0.3733
C20 4.0830 0.5342 3.1542  -1.3209
C21 0.0887 4.7763 -2.9054  -0.8023
C22 -3.0494 3.4045 -0.1282  -1.6320
C23 0.1836 3.8616 -1.6959  0.0273
C24 -2.6566 -0.7704 3.6512  -1.4154
C25 -2.9383 -1.5853 -1.1701  0.2720
C26 -3.0361 -0.1653 -0.9619  -0.1297
C27 -0.8626 2.2996 1.7432  -0.3187
C28 4.3556 -3.3522 -0.7995  0.5596
C29 -3.9847 0.5217 -1.7342  -0.5993
C30 -4.2336 -4.2148 0.5790  -1.3551
C31 -3.6665 -2.1612 -2.2161  -0.1008
C32 4.9836 -1.4711 -2.0322  0.6965
C33 -3.7840 1.7422 2.1886  -1.1296
C34 1.2562 4.3607 -3.7990  -0.3364
C35 -4.7468 -0.0888 -2.7352  -0.9469
C36 1.4229 0.0191 3.3964  -0.2273
C37 -0.6441 -0.0453 4.7237  1.4881
C38 1.1865 2.8409 -3.8935  -1.1439
C39 3.4849 0.7684 4.3636  -0.7200
H1 3.0682 3.2959 0.1686  0.4858
H2 -0.7206 3.7929 -1.0988  -0.5465
H3 4.1521 4.5869 -1.6734  0.4300
H4 -3.5014 1.0070 2.9487  0.0921
H5 -3.7160 -0.9920 3.6492  0.3492
H6 -2.7721 3.3391 -1.1839  0.3008
H7 -2.5608 -0.1736 5.7065  0.3630
H8 -4.7250 -3.2845 0.8782  0.3101
H9 -0.7248 3.3818 1.8408  0.5718
H10 0.1305 5.8324 -2.6294  0.4240
H11 0.0164 1.8844 1.2391  -0.3966
H12 2.1952 4.6557 -3.3259  0.0812
H13 -1.9055 -3.7135 2.6381  0.2003
H14 -3.5088 -3.2169 -2.4162  0.2230
H15 -2.6402 4.3328 0.2895  0.4495
H16 -0.4084 -3.8549 1.7116  0.0208
H17 -0.4290 0.5942 6.7890  0.3909
H18 4.0513 1.1522 5.2060  0.3708
H19 1.2174 4.8280 -4.7858  0.3929
H20 4.7812 0.8432 -3.6638  0.5207
H21 -3.9122 2.7111 2.6870  0.3530
H22 3.7275 -0.1693 1.1204  0.2967
H23 -4.7504 1.4434 1.7719  0.3160
H24 -4.3367 -4.9409 1.3939  0.3821
H25 1.0280 4.1172 -1.0524  0.2516
H26 -0.8307 -5.4931 -0.9326  0.1784
H27 -4.1081 1.5833 -1.5628  0.1192
H28 -2.3737 -1.2898 1.5313  0.6538
H29 5.1370 0.7268 3.0011  0.4496
H30 2.6338 -3.2121 0.4080  0.3139
H31 6.0484 -3.3337 -2.1416  0.4376
H32 -2.2334 -5.2182 -1.9519  0.3138
H33 -5.1279 -1.9255 -3.7885  0.3445
H34 -5.4572 0.4966 -3.3117  0.3257
H35 1.9690 1.0785 6.6130  0.3421
H36 2.1437 2.3586 -4.0800  0.2540
H37 -2.3761 -6.2700 -0.5268  0.4075
H38 0.4529 2.5036 -4.6271  0.6221
H39 4.9653 3.2978 -3.6707  0.3416
H40 -1.4095 -5.2852 1.9932  0.4272
H41 -0.8806 1.8799 2.7551  0.1769
H42 -4.7724 -4.6060 -0.2881  0.2854
H43 -0.8616 4.5994 -3.4158  0.2725
H44 -4.1397 3.4809 -0.0799  0.3971

Charge: -2
LUMO energy in eV: 3.826
F_max in eV/Å: 3.1
Frontier orbital gap in eV: 4.04



The following relative energy (zero: lowest compared OMol25 entry of this formula, charge and spin) values (in eV) correspond, in order, to the records above: 2.2099 2.6822.